Entry from the Open Molecules 2025 dataset: a molecular structure, C46H39BrN7O2PReSe2 at a distorted geometry (ωB97M-V with the def2-TZVPD basis set).

* frontier orbital gap (spin up / spin down): 0.204 / 0.241 hartree
* energy relative to the best compared isomer or geometry (same formula, charge and spin): 19.1 kcal/mol
* LUMO (spin up / spin down): -7.196 / -6.203 eV
* HOMO level (spin up / spin down): -0.4685 / -0.4685 Ha

The geometry in ORCA input format:
```
! RIJCOSX wB97M-V def2-TZVPD def2/J DEFGRID3
* xyz 2 2
Re 0.26825 -0.50448 0.39353
C -3.39189 5.44128 -0.18352
C -2.45681 4.30573 0.11956
C -1.13273 4.54286 0.50541
C -0.32363 3.50456 0.90841
C -0.79055 2.18660 0.92437
N 0.01705 1.14473 1.48359
C 0.63045 1.49692 2.71472
C -0.06398 2.31985 3.62289
C 0.47813 2.69647 4.82449
C 1.76513 2.27464 5.17387
C 2.39385 2.67505 6.48730
C 2.43806 1.44899 4.29116
C 1.89661 1.04829 3.08100
N 2.70198 0.19512 2.25562
C 3.98004 -0.17893 2.51517
C 4.32603 -1.17525 1.65031
C 3.18784 -1.38164 0.87141
N 2.21201 -0.54227 1.21146
C -2.05973 1.93747 0.41364
C -2.87692 2.98546 0.02765
N -2.59090 0.61170 0.31967
C -3.88332 0.24249 0.42337
C -3.97812 -1.08474 0.08325
C -2.67002 -1.48078 -0.19847
N -1.82582 -0.45262 -0.06954
H -3.46313 6.10504 0.68430
H -4.39152 5.09010 -0.43174
H -3.02209 6.03760 -1.02180
H -0.74706 5.56038 0.51514
H 0.68557 3.70099 1.25835
H -1.06970 2.63355 3.36665
H -0.09871 3.31215 5.51174
H 2.17006 3.71620 6.72294
H 3.47829 2.54965 6.47434
H 1.99563 2.06525 7.30421
H 3.41579 1.09437 4.58774
H 4.57234 0.29671 3.28582
H 5.27608 -1.69636 1.59575
H 3.02111 -2.08967 0.07669
H -3.88058 2.76932 -0.33913
H -4.64380 0.95474 0.72772
H -4.87417 -1.69372 0.06074
H -2.30302 -2.45137 -0.50402
Se -0.16348 -2.39001 2.08062
P 0.39572 -3.75944 0.46518
Se 0.62682 -2.40605 -1.24762
C 1.90064 -4.66653 0.82473
C 2.83387 -4.91766 -0.17915
C 3.95948 -5.69003 0.10762
C 4.14666 -6.19747 1.38795
C 3.21538 -5.94150 2.38804
C 2.09099 -5.17700 2.11096
C -0.91745 -4.94023 0.17410
C -1.95898 -5.11195 1.08992
C -2.93844 -6.07113 0.83876
C -2.87902 -6.83702 -0.31608
C -1.84341 -6.65994 -1.23055
C -0.86036 -5.71112 -0.99249
H 2.68970 -4.51869 -1.17352
H 4.68759 -5.89696 -0.67150
H 5.02648 -6.79828 1.60969
H 3.36546 -6.34108 3.38459
H 1.36981 -4.97433 2.89464
H -2.00184 -4.51249 1.99116
H -3.74546 -6.22056 1.55052
H -3.64668 -7.58275 -0.50865
H -1.80170 -7.26560 -2.12827
H -0.05357 -5.57649 -1.70885
C 4.40718 -0.10404 -2.14919
O 3.07432 0.29291 -1.81251
C 2.56118 1.26739 -2.59119
C 3.31562 1.94815 -3.52947
C 2.73108 2.92980 -4.30859
Br 3.78566 3.84271 -5.56239
C 1.39353 3.21471 -4.19719
C 0.63184 2.51274 -3.26140
C 1.22111 1.57634 -2.44135
O 0.38903 0.97133 -1.43408
C -0.84071 2.73494 -3.22452
N -1.44619 3.86943 -3.38407
C -2.81742 3.53398 -3.43949
C -3.92136 4.35702 -3.67220
C -5.17248 3.76351 -3.73481
C -5.33398 2.37342 -3.57500
C -4.25333 1.54569 -3.34832
C -3.00201 2.16652 -3.28179
N -1.71629 1.66732 -3.13085
H 4.46808 -0.39752 -3.19781
H 4.64015 -0.96496 -1.53309
H 5.12392 0.69450 -1.94675
H 4.37013 1.73075 -3.65845
H 0.90930 3.94688 -4.82930
H -0.37814 1.56329 -1.34131
H -3.78631 5.42909 -3.80562
H -6.04985 4.37715 -3.92550
H -6.32938 1.94038 -3.64893
H -4.38032 0.46602 -3.25012
H -1.46458 0.70240 -3.25230
*
```